ORCA calculation (ωB97M-V/def2-TZVPD) on an isolated molecule of C2H6N4S.

Its HOMO energy is -8.6 eV. The calculation puts the energy at -696.87421 Ha. The relative energy (zero: lowest compared OMol25 entry of this formula, charge and spin) comes out at 398.7 kJ/mol.

Structure (ORCA input):
```
! wB97M-V def2-TZVPD RIJCOSX def2/J DEFGRID3
* xyz 0 1
H 0.488 -1.732 -0.050
N -0.384 -1.862 -0.044
C -0.975 -0.662 0.131
N -2.374 -0.575 -0.081
N -0.298 0.635 -0.045
N -0.976 1.963 0.024
C 1.016 0.836 -0.283
S 2.192 -0.260 0.088
H -2.853 -0.290 0.914
H -2.520 -1.619 -0.537
H -1.469 2.021 0.858
H -1.956 1.616 -0.428
H 1.210 1.982 -0.235
*
```